No. 1
C3H2NOS2 | ωB97M-V/def2-TZVPD

Last column: Mulliken charge in e.
Atoms and positions in Å:
C 1.432 0.529 0.627  -0.07
C -0.036 -0.960 -0.030  0.53
C -0.594 0.176 -0.646  -0.68
N 1.078 -0.692 0.738  -0.57
O -0.402 -2.119 -0.250  -0.63
S -3.039 0.574 0.078  -0.49
S 0.388 1.586 -0.269  -0.16
H 2.140 0.895 1.296  0.42
H -0.967 0.011 -1.544  0.64

relative energy (zero: lowest compared OMol25 entry of this formula, charge and spin): 341.6 kJ/mol
HOMO-LUMO gap: 6.60 eV
DFT total energy: -1041.854527 a.u.
total charge: -1
2S+1: 1

No. 2
C16H40N2O7S4Si2 | ωB97M-V/def2-TZVPD

Last column: Mulliken charge in e.
Atoms and positions in Å:
C -1.459 5.680 0.013  -0.22
C -1.179 4.570 0.679  -0.28
Si -0.878 2.858 1.545  0.64
N -2.395 1.953 1.363  -0.25
C -2.384 0.630 2.072  -0.54
C -1.543 -0.534 1.327  -0.58
O 0.490 2.150 0.678  -0.38
C 0.134 2.262 -0.717  0.41
N -0.166 1.920 -1.858  -0.42
O -0.348 3.081 3.174  -0.32
Si -1.153 4.436 3.917  0.47
C -0.051 5.977 4.197  -0.75
C 0.857 6.412 2.933  0.15
C 1.993 7.445 3.530  -1.00
O 1.593 5.330 2.308  -0.45
H -1.834 6.436 -0.774  0.35
H -2.712 1.878 0.383  0.35
H -2.109 0.756 3.198  0.24
H -3.494 0.264 2.085  0.25
H -0.672 -0.161 0.678  0.30
H -1.080 -1.202 2.163  0.16
H -2.189 -1.220 0.648  0.23
H -1.612 3.968 5.247  -0.23
H -2.373 4.778 3.177  -0.11
H -0.773 6.871 4.401  0.30
H 0.616 5.898 5.136  0.36
H 0.291 7.033 2.133  0.14
H 1.561 8.055 4.414  0.30
H 2.374 8.129 2.676  0.30
H 2.857 6.760 3.890  0.29
H 2.226 4.901 2.929  0.33
C -0.024 1.292 -4.818  -0.86
S 0.291 1.322 -6.596  0.43
O -1.030 1.215 -7.288  -0.63
C 1.078 -0.303 -6.674  -0.69
H -0.551 2.207 -4.544  0.37
H -0.641 0.429 -4.562  0.35
H 0.925 1.248 -4.280  0.25
H 0.393 -1.068 -6.303  0.27
H 1.991 -0.296 -6.076  0.11
H 1.329 -0.516 -7.714  0.40
C 4.197 -3.796 -3.590  -1.07
S 2.773 -2.685 -3.559  0.67
O 2.063 -2.828 -4.868  -0.64
C 3.729 -1.153 -3.626  -0.89
H 3.833 -4.825 -3.593  0.29
H 4.789 -3.619 -4.490  0.42
H 4.807 -3.632 -2.700  0.37
H 4.350 -1.139 -4.524  0.33
H 4.354 -1.075 -2.734  0.41
H 3.033 -0.313 -3.654  0.11
C 1.150 -6.640 -1.108  -1.01
S 1.083 -4.836 -1.180  0.66
O 2.296 -4.313 -0.476  -0.61
C -0.318 -4.654 -0.055  -0.84
H 1.989 -6.980 -1.718  0.30
H 1.296 -6.968 -0.077  0.32
H 0.223 -7.055 -1.507  0.36
H -0.082 -5.103 0.911  0.31
H -1.198 -5.133 -0.488  0.42
H -0.516 -3.590 0.080  0.11
C -2.653 -5.475 3.292  -0.98
S -3.356 -4.067 2.403  0.40
O -2.216 -3.247 1.888  -0.46
C -4.009 -3.231 3.865  -0.96
H -2.152 -6.123 2.571  0.28
H -1.928 -5.126 4.030  0.32
H -3.452 -6.032 3.784  0.41
H -3.201 -3.021 4.568  0.31
H -4.765 -3.860 4.338  0.40
H -4.468 -2.292 3.549  0.29

HOMO-LUMO gap: 8.45 eV
DFT total energy: -3441.375147 a.u.
total charge: 0
2S+1: 1

No. 3
C6H8N2 | ωB97M-V/def2-TZVPD

Last column: Mulliken charge in e.
Atoms and positions in Å:
C -2.277 -1.090 0.163  -1.01
C -1.014 -0.284 -0.260  0.54
C 1.010 0.281 -0.887  0.43
C 0.374 1.326 0.096  -0.68
C 2.063 -0.497 -0.245  -0.98
C 3.073 -0.789 0.270  0.18
H -1.944 -2.128 -0.331  0.29
H -2.001 -1.167 1.399  0.24
H -3.281 -0.602 -0.110  0.34
H 1.196 0.989 -1.772  0.35
H 0.783 2.449 0.269  0.32
H 0.899 0.626 1.131  0.22
H -1.937 1.360 0.426  0.31
H 4.067 -0.681 1.017  0.30
N 0.046 -0.840 -0.953  -0.55
N -1.056 1.047 -0.213  -0.32

relative energy (zero: lowest compared OMol25 entry of this formula, charge and spin): 656.1 kJ/mol
HOMO-LUMO gap: 9.24 eV
DFT total energy: -342.684039 a.u.
total charge: 0
2S+1: 1

Question: The lowest DFT total energy belongs to which entry?
Answer: C16H40N2O7S4Si2